Record 1
Molecular formula: C2H3NO
Method: DFT, ωB97M-V/def2-TZVPD

```
7
Properties=species:S:1:pos:R:3:forces:R:3:mulliken_spin:R:1
C 0.720930 -0.321667 0.374388 -1.38 -3.08 1.94 0.44
C -1.009899 -0.336274 -0.033160 5.54 -3.77 -0.60 0.33
N 1.451589 0.505813 -0.027175 0.51 2.75 -1.72 0.26
O -1.424184 0.758138 0.267603 -3.44 5.88 1.31 0.84
H -0.654259 -0.379910 -1.065540 -1.00 -0.44 -1.10 0.11
H -1.406504 -1.206052 0.435956 -0.71 -0.95 -0.11 0.02
H 2.322326 0.979951 0.047926 0.48 -0.39 0.28 0.01
```
Positions in Å, forces in eV/Å.

Summary:
2S+1	3
F_max	6.93	eV/Å
lowest unoccupied orbital energy (alpha / beta)	1.32 / -2.34	eV
HOMO-LUMO gap (alpha / beta)	7.63 / 8.18	eV
HOMO (alpha / beta)	-6.30 / -10.52	eV

=====

Record 2
Molecular formula: C2H3NO2
Method: DFT, ωB97M-V/def2-TZVPD

```
8
Properties=species:S:1:pos:R:3:forces:R:3:lowdin_charge:R:1
C 1.872832 -1.195065 1.087094 -0.75 1.99 -0.22 -0.07
C -0.792757 -0.749168 0.389297 0.53 -1.02 2.76 -0.24
N -1.302363 0.559659 0.552052 -1.41 0.93 1.66 0.04
O 2.687888 -0.394511 0.803102 -0.23 -0.69 0.18 0.03
O -0.732841 0.027683 -0.653656 0.52 -0.20 -3.40 -0.04
H 1.891612 -2.267223 1.001226 0.47 -1.21 -0.11 0.04
H -1.040580 -1.799926 0.673998 -0.38 1.14 -0.98 0.12
H -2.336496 0.720171 0.373482 1.24 -0.94 0.11 0.12
```
Positions in Å, forces in eV/Å.

Summary:
F_max	3.44	eV/Å
lowest unoccupied orbital energy (alpha / beta)	0.46 / 0.54	eV
HOMO-LUMO gap (alpha / beta)	8.45 / 8.44	eV
HOMO (alpha / beta)	-7.99 / -7.90	eV

=====

Record 3
Molecular formula: C2H3NO2
Method: DFT, ωB97M-V/def2-TZVPD

```
8
Properties=species:S:1:pos:R:3:forces:R:3:lowdin_charge:R:1
C -1.035685 0.910075 -2.993867 0.44 -0.42 -1.25 -0.48
C -0.232806 -0.964460 -0.930875 0.42 -1.39 2.38 -0.16
N -0.795084 0.509695 -4.040428 0.07 -0.61 -2.20 0.19
O -1.147653 1.235926 -1.829768 1.10 -0.43 4.17 0.12
O 0.181677 0.315491 -1.088524 -0.68 1.60 -1.06 -0.01
H 0.484091 -1.472539 -0.166892 -0.41 1.18 -1.11 0.16
H -0.265929 -1.664886 -1.746503 -0.07 0.26 -0.95 0.09
H -1.113730 -0.975280 -0.311878 -0.87 -0.19 0.01 0.09
```
Positions in Å, forces in eV/Å.

Summary:
F_max	4.34	eV/Å
lowest unoccupied orbital energy	-2.80	eV
HOMO-LUMO gap	8.30	eV
HOMO	-11.10	eV

=====

Record 4
Molecular formula: C2H3NO2
Method: DFT, ωB97M-V/def2-TZVPD

```
8
Properties=species:S:1:pos:R:3:forces:R:3:lowdin_charge:R:1
N 0.061708 -0.823342 1.165047 -0.05 0.29 -0.27 0.17
C 0.148243 -0.303318 0.015863 -0.08 -0.21 0.62 -0.46
O 0.783718 -0.973099 -0.958878 0.02 -0.07 0.06 0.06
C -0.398022 1.040770 -0.425941 -0.27 0.31 0.38 -0.16
O -0.971404 1.758372 0.354240 0.29 -0.35 -0.42 0.08
H 1.055451 -1.783600 -0.491637 0.14 -0.03 -0.44 0.12
H -0.434086 -0.236156 1.828055 -0.07 0.19 -0.10 0.06
H -0.245608 1.320373 -1.486750 0.02 -0.12 0.17 0.13
```
Positions in Å, forces in eV/Å.

Summary:
SMILES	[H]/N=C(/O)C=O
F_max	0.66	eV/Å
lowest unoccupied orbital energy	-0.32	eV
HOMO-LUMO gap	10.33	eV
HOMO	-10.65	eV

=====

Record 5
Molecular formula: C2H3NO2
Method: DFT, ωB97M-V/def2-TZVPD

```
8
Properties=species:S:1:pos:R:3:forces:R:3:lowdin_charge:R:1
C 0.057697 0.998179 -1.041567 5.05 -2.21 2.06 -0.36
C -0.481553 0.092361 -0.063566 -0.78 0.28 1.08 -0.03
N 0.068155 -1.408680 1.582169 -0.37 -1.67 1.30 0.07
O -0.547722 1.662422 -1.769291 -4.02 2.98 -3.09 0.08
O 0.454841 -0.622351 0.639656 -1.26 1.76 -2.65 -0.14
H 1.191539 1.102153 -1.184235 -0.65 -0.83 0.90 0.14
H -1.625979 0.223605 0.134878 2.38 -1.04 0.24 0.17
H 0.883023 -2.047688 1.701956 -0.35 0.73 0.15 0.08
```
Positions in Å, forces in eV/Å.

Summary:
F_max	5.89	eV/Å
lowest unoccupied orbital energy (alpha / beta)	-0.45 / -1.06	eV
HOMO-LUMO gap (alpha / beta)	8.88 / 8.81	eV
HOMO (alpha / beta)	-9.33 / -9.87	eV

=====

Record 6
Molecular formula: C2H3NO2
Method: DFT, ωB97M-V/def2-TZVPD

```
8
Properties=species:S:1:pos:R:3:forces:R:3:lowdin_charge:R:1
C -1.097646 -0.141345 -0.338718 1.01 0.11 -2.32 -0.12
C 0.249354 -0.829435 -0.006557 -1.54 0.73 -1.49 -0.18
N 0.991112 1.240801 -0.281228 -0.40 0.13 -0.79 0.07
O -2.034970 0.230060 0.188141 -1.78 0.32 1.41 0.17
O 0.702902 0.297462 0.659742 1.22 -1.50 0.16 -0.21
H 0.000086 -1.637144 0.591809 0.15 -1.52 1.89 0.10
H 0.569754 -1.216673 -0.999334 1.10 0.95 0.89 0.13
H 0.619410 2.056272 0.186148 0.24 0.78 0.25 0.04
```
Positions in Å, forces in eV/Å.

Summary:
F_max	2.53	eV/Å
lowest unoccupied orbital energy (alpha / beta)	0.18 / -0.13	eV
HOMO-LUMO gap (alpha / beta)	9.49 / 7.49	eV
HOMO (alpha / beta)	-9.30 / -7.61	eV

=====

Record 7
Molecular formula: C2H3NO2
Method: DFT, ωB97M-V/def2-TZVPD

```
8
Properties=species:S:1:pos:R:3:forces:R:3:lowdin_charge:R:1
C -0.951913 -1.019465 0.768853 -3.20 -6.72 -4.66 0.00
C 0.984538 1.071845 -0.667996 2.98 2.91 -0.19 -0.31
H -1.156032 -0.445631 1.528781 -0.60 2.46 4.58 0.05
H -1.444990 -1.917321 0.359544 -0.79 -0.09 1.88 0.11
H 1.068807 0.400338 -1.591452 -0.07 1.37 0.69 0.16
N -0.364077 -0.670779 -0.248172 2.55 1.18 -0.35 0.03
O 0.324773 0.415345 0.273969 1.15 2.66 -0.74 -0.07
O 1.538892 2.165667 -0.423527 -2.01 -3.77 -1.21 0.03
```
Positions in Å, forces in eV/Å.

Summary:
SMILES	C=NOC=O
F_max	8.78	eV/Å
lowest unoccupied orbital energy	0.76	eV
HOMO-LUMO gap	11.42	eV
HOMO	-10.66	eV

=====

Record 8
Molecular formula: C2H3NO2
Method: DFT, ωB97M-V/def2-TZVPD

```
8
Properties=species:S:1:pos:R:3:forces:R:3:lowdin_charge:R:1
C -1.827109 -0.424036 -0.354966 -0.64 -0.52 0.04 -0.43
C 1.871146 -0.016074 0.080919 0.75 0.99 0.74 -0.15
N -2.310202 0.510775 0.220005 -1.80 -1.60 -0.54 0.20
O -1.610929 -1.424917 -0.875493 0.65 -1.00 -0.72 0.18
O 1.279350 -0.242684 -0.941065 0.38 -0.09 1.05 0.01
H 1.860870 -0.500051 1.085916 -0.95 -1.03 -0.67 0.08
H -1.844741 1.269243 0.522889 1.75 3.06 1.19 0.03
H 2.581613 0.827741 0.261797 -0.14 0.19 -1.09 0.08
```
Positions in Å, forces in eV/Å.

Summary:
SMILES	N=C=O.C=O
F_max	3.72	eV/Å
lowest unoccupied orbital energy	0.46	eV
HOMO-LUMO gap	10.92	eV
HOMO	-10.46	eV

=====

Record 9
Molecular formula: C2H3NO2S
Method: DFT, ωB97M-V/def2-TZVPD

```
9
Properties=species:S:1:pos:R:3:forces:R:3:lowdin_charge:R:1
C -1.621285 -0.571948 -0.114282 1.23 1.96 0.38 -0.29
C 1.459533 0.891440 -0.096159 -0.92 0.49 0.83 -0.66
H -1.954516 -1.594023 -0.204782 0.00 -0.69 0.16 0.13
H 0.361331 -1.158250 0.468115 -0.66 0.74 -0.05 0.07
H 1.722221 1.948417 -0.286699 -0.26 -0.61 0.12 0.09
N -0.371148 -0.420517 0.543706 -0.20 -0.90 -0.31 0.00
O -2.247877 0.387882 -0.477505 -0.15 -0.58 -0.09 0.06
O 0.174577 0.865069 0.386638 1.01 -0.40 -0.82 -0.12
S 2.477160 -0.348066 -0.219029 -0.05 -0.01 -0.23 0.73
```
Positions in Å, forces in eV/Å.

Summary:
SMILES	O=CNOC=S
F_max	2.35	eV/Å
lowest unoccupied orbital energy	-0.20	eV
HOMO-LUMO gap	9.67	eV
HOMO	-9.86	eV

=====

Record 10
Molecular formula: C2H3NO2S
Method: DFT, ωB97M-V/def2-TZVPD

```
9
Properties=species:S:1:pos:R:3:forces:R:3:lowdin_charge:R:1
C -0.546036 -0.618168 -0.649093 0.65 -0.06 0.58 -0.61
C 0.984323 1.335115 -0.811678 -0.04 0.61 0.02 -0.27
H -0.267104 -0.139861 1.514713 0.39 0.12 0.66 0.04
H -0.578923 -0.619680 -1.740052 0.05 0.27 0.16 0.07
H 0.749956 1.253528 -1.880588 0.41 0.26 -0.24 0.14
N 0.294486 0.352451 -0.137401 -0.61 -0.79 1.49 -0.17
O 0.464335 0.476074 1.264484 -1.20 -1.10 -1.49 0.02
O 1.650466 2.154768 -0.238221 -0.22 -0.42 -0.84 0.10
S -1.344592 -1.769348 0.226391 0.57 1.12 -0.36 0.68
```
Positions in Å, forces in eV/Å.

Summary:
SMILES	O=CN(O)C=S
F_max	2.21	eV/Å
lowest unoccupied orbital energy	-0.70	eV
HOMO-LUMO gap	9.08	eV
HOMO	-9.78	eV

=====

Question: Look up the F_max of the sixth one.
Answer: 2.53 eV/Å

=====

Question: Look up the F_max of the sixth one.
Answer: 2.53 eV/Å

=====

Question: Look up the F_max of the third one.
Answer: 4.34 eV/Å

=====

Question: F_max of number 8 (C2H3NO2)?
Answer: 3.72 eV/Å